Version w
{
  "formula": "C28H42O21",
  "method": "ωB97M-V/def2-TZVPD",
  "smiles": "C[C@H]1COC(=O)O1.C[C@H]1COC(=O)O1.C[C@H]1COC(=O)O1.C[C@H]1COC(=O)O1.C[C@H]1COC(=O)O1.C[C@H]1COC(=O)O1.C[C@H]1COC(=O)O1",
  "orbital_gap_ev": 10.2,
  "e_lumo_ev": -0.538,
  "total_charge": 0,
  "species": ["C", "C", "C", "O", "C", "O", "O", "H", "H", "H", "H", "H", "H", "C", "C", "C", "O", "C", "O", "O", "H", "H", "H", "H", "H", "H", "C", "C", "C", "O", "C", "O", "O", "H", "H", "H", "H", "H", "H", "C", "C", "C", "O", "C", "O", "O", "H", "H", "H", "H", "H", "H", "C", "C", "C", "O", "C", "O", "O", "H", "H", "H", "H", "H", "H", "C", "C", "C", "O", "C", "O", "O", "H", "H", "H", "H", "H", "H", "C", "C", "C", "O", "C", "O", "O", "H", "H", "H", "H", "H", "H"],
  "positions_angstrom": [[6.43, 2.41, -2.95], [5.08, 2.67, -2.32], [4.25, 3.81, -2.91], [2.91, 3.30, -2.87], [2.96, 1.96, -2.75], [2.02, 1.24, -2.76], [4.24, 1.54, -2.64], [6.81, 1.44, -2.63], [7.16, 3.19, -2.71], [6.35, 2.35, -4.04], [5.16, 2.79, -1.24], [4.51, 4.03, -3.95], [4.30, 4.73, -2.34], [1.68, -2.97, 3.56], [1.81, -1.89, 4.61], [1.28, -0.53, 4.14], [0.35, -0.15, 5.16], [0.18, -1.15, 6.05], [-0.54, -1.09, 6.99], [0.94, -2.22, 5.71], [1.78, -3.95, 4.02], [2.48, -2.87, 2.82], [0.72, -2.98, 3.04], [2.84, -1.85, 4.97], [0.80, -0.60, 3.16], [2.05, 0.24, 4.13], [3.88, 0.09, 0.77], [5.21, -0.52, 0.42], [5.74, -1.58, 1.41], [6.18, -2.63, 0.53], [5.63, -2.47, -0.69], [5.69, -3.28, -1.56], [5.02, -1.27, -0.79], [3.91, 0.69, 1.69], [3.14, -0.70, 0.84], [3.57, 0.78, -0.02], [6.03, 0.19, 0.27], [4.96, -1.97, 2.06], [6.63, -1.21, 1.91], [-3.35, -4.41, -1.54], [-4.31, -4.79, -0.44], [-4.19, -3.99, 0.86], [-5.38, -3.23, 0.92], [-6.24, -3.61, -0.05], [-7.35, -3.21, -0.18], [-5.65, -4.48, -0.89], [-3.53, -3.37, -1.82], [-3.46, -5.03, -2.43], [-2.31, -4.44, -1.20], [-4.26, -5.87, -0.24], [-3.35, -3.30, 0.78], [-4.01, -4.59, 1.75], [-5.54, 0.18, -2.73], [-5.83, 1.65, -2.88], [-5.58, 2.23, -4.28], [-6.71, 3.08, -4.49], [-7.62, 2.90, -3.51], [-8.64, 3.50, -3.43], [-7.21, 1.94, -2.65], [-5.91, -0.21, -1.78], [-4.48, -0.02, -2.85], [-6.02, -0.37, -3.55], [-5.23, 2.16, -2.12], [-5.56, 1.42, -5.01], [-4.69, 2.83, -4.39], [-0.95, -0.16, -2.60], [-0.13, -1.13, -1.82], [0.75, -0.52, -0.72], [0.60, -1.48, 0.34], [-0.44, -2.31, 0.10], [-0.81, -3.16, 0.85], [-1.00, -2.01, -1.08], [-1.45, 0.55, -1.94], [-1.71, -0.62, -3.25], [-0.31, 0.37, -3.31], [0.46, -1.79, -2.45], [0.46, 0.48, -0.42], [1.79, -0.52, -1.04], [-0.31, 2.57, 1.49], [-0.03, 3.01, 2.91], [0.27, 4.52, 2.97], [-0.58, 5.01, 4.00], [-1.50, 4.08, 4.32], [-2.42, 4.25, 5.04], [-1.21, 2.90, 3.72], [0.55, 2.75, 0.84], [-1.18, 3.09, 1.08], [-0.55, 1.50, 1.48], [0.69, 2.34, 3.37], [-0.08, 4.97, 2.04], [1.31, 4.77, 3.16]]
}

***

Version x
{
  "formula": "C28H42O21",
  "method": "ωB97M-V/def2-TZVPD",
  "smiles": "C[C@H]1COC(=O)O1.C[C@H]1COC(=O)O1.C[C@H]1COC(=O)O1.C[C@H]1COC(=O)O1.C[C@H]1COC(=O)O1.C[C@H]1COC(=O)O1.C[C@H]1COC(=O)O1",
  "orbital_gap_ev": 10.1,
  "e_lumo_ev": 0.071,
  "total_charge": 0,
  "species": ["C", "C", "C", "O", "C", "O", "O", "H", "H", "H", "H", "H", "H", "C", "C", "C", "O", "C", "O", "O", "H", "H", "H", "H", "H", "H", "C", "C", "C", "O", "C", "O", "O", "H", "H", "H", "H", "H", "H", "C", "C", "C", "O", "C", "O", "O", "H", "H", "H", "H", "H", "H", "C", "C", "C", "O", "C", "O", "O", "H", "H", "H", "H", "H", "H", "C", "C", "C", "O", "C", "O", "O", "H", "H", "H", "H", "H", "H", "C", "C", "C", "O", "C", "O", "O", "H", "H", "H", "H", "H", "H"],
  "positions_angstrom": [[-2.38, 0.04, 2.75], [-3.74, 0.39, 3.36], [-4.61, 1.46, 2.59], [-5.59, 0.74, 1.96], [-5.62, -0.52, 2.49], [-6.51, -1.37, 2.30], [-4.62, -0.77, 3.30], [-1.75, -0.66, 3.29], [-1.72, 0.90, 2.63], [-2.63, -0.50, 1.84], [-3.54, 0.65, 4.40], [-3.96, 1.95, 1.87], [-5.00, 2.19, 3.30], [1.53, -4.66, 0.35], [2.60, -4.26, -0.60], [3.78, -3.50, -0.09], [4.84, -4.43, 0.00], [4.56, -5.50, -0.69], [5.26, -6.47, -0.83], [3.24, -5.46, -1.01], [0.83, -3.89, 0.67], [1.88, -5.19, 1.24], [0.87, -5.41, -0.09], [2.17, -3.72, -1.44], [3.49, -3.06, 0.87], [4.02, -2.65, -0.73], [1.54, 6.64, 1.37], [0.08, 6.23, 1.65], [-0.85, 6.45, 0.48], [-1.65, 5.29, 0.50], [-1.05, 4.33, 1.30], [-1.40, 3.13, 1.43], [-0.02, 4.90, 1.91], [2.03, 6.31, 2.29], [1.74, 7.69, 1.16], [1.95, 6.09, 0.52], [-0.35, 6.80, 2.47], [-0.33, 6.76, -0.43], [-1.47, 7.33, 0.68], [-0.50, -1.04, -5.14], [-2.01, -1.38, -5.15], [-2.38, -2.71, -4.70], [-3.43, -2.52, -3.74], [-3.56, -1.26, -3.47], [-4.38, -0.79, -2.68], [-2.71, -0.54, -4.26], [0.08, -1.58, -5.89], [-0.07, -1.25, -4.16], [-0.27, 0.02, -5.25], [-2.37, -1.18, -6.17], [-1.51, -3.24, -4.30], [-2.71, -3.28, -5.57], [-0.89, -1.26, -0.42], [0.43, -0.49, -0.69], [0.43, 0.82, 0.03], [1.61, 0.75, 0.78], [2.23, -0.36, 0.62], [3.32, -0.69, 1.04], [1.51, -1.19, -0.12], [-1.76, -0.67, -0.71], [-0.96, -1.40, 0.66], [-0.98, -2.24, -0.87], [0.61, -0.37, -1.75], [-0.41, 0.98, 0.70], [0.55, 1.68, -0.63], [1.11, 5.38, -2.82], [-0.28, 4.84, -3.07], [-0.64, 4.50, -4.47], [-0.67, 3.12, -4.51], [-0.49, 2.62, -3.23], [-0.49, 1.47, -2.86], [-0.40, 3.64, -2.41], [1.84, 4.75, -3.32], [1.30, 5.40, -1.75], [1.22, 6.43, -3.12], [-0.96, 5.61, -2.68], [0.03, 4.98, -5.18], [-1.66, 4.82, -4.66], [2.88, -5.84, 4.08], [2.27, -4.70, 4.85], [3.18, -3.49, 4.99], [2.56, -2.56, 4.13], [1.39, -2.98, 3.68], [0.64, -2.34, 2.90], [1.22, -4.25, 4.04], [3.41, -5.60, 3.16], [2.14, -6.60, 3.84], [3.63, -6.31, 4.73], [1.89, -5.00, 5.83], [4.16, -3.71, 4.56], [3.23, -3.16, 6.02]]
}

***

What are the relative energies? In hartree: version w 0.0000; version x 0.0769.

***

Version w
{
  "formula": "C2H6N2S",
  "method": "ωB97M-V/def2-TZVPD",
  "smiles": "CC(=S)NN",
  "orbital_gap_ev": 8.9,
  "e_lumo_ev": 0.248,
  "total_charge": 0,
  "species": ["C", "C", "H", "H", "H", "H", "H", "H", "N", "N", "S"],
  "positions_angstrom": [[0.83, -0.33, -1.37], [-0.11, -0.17, -0.15], [1.58, -0.99, -1.01], [0.33, -0.73, -2.23], [1.27, 0.66, -1.58], [-0.03, 0.81, 1.56], [2.04, 1.73, 1.25], [1.81, 0.10, 1.54], [0.36, 0.93, 0.61], [1.78, 0.86, 0.83], [-1.64, -0.69, -0.03]]
}

***

Version x
{
  "formula": "C2H6N2S",
  "method": "ωB97M-V/def2-TZVPD",
  "smiles": "[H]/N=C\\N(C)S",
  "orbital_gap_ev": 9.5,
  "e_lumo_ev": 0.599,
  "total_charge": 0,
  "species": ["C", "C", "H", "H", "H", "H", "H", "H", "N", "N", "S"],
  "positions_angstrom": [[0.19, 1.90, -0.63], [0.06, -0.43, -1.16], [1.20, 2.32, -0.40], [-0.56, 2.50, -0.14], [-0.27, 1.67, -1.84], [1.03, -0.22, 2.06], [0.13, -0.16, -2.33], [-0.20, -2.09, -0.09], [0.07, 0.50, -0.11], [0.11, -1.61, -1.04], [-0.25, -0.32, 1.34]]
}

***

Version y
{
  "formula": "C2H6N2S",
  "method": "ωB97M-V/def2-TZVPD",
  "orbital_gap_ev": 7.8,
  "e_lumo_ev": -0.236,
  "total_charge": 0,
  "species": ["C", "C", "H", "H", "H", "H", "H", "H", "N", "N", "S"],
  "positions_angstrom": [[-1.50, -0.54, 0.16], [0.79, -0.16, -0.15], [-1.91, -0.97, -0.85], [-1.14, -1.50, 0.84], [-2.43, 0.10, 0.84], [-0.67, 1.53, -1.00], [1.88, 1.90, 0.07], [2.75, 0.43, 0.33], [-0.51, 0.35, -0.25], [1.78, 0.75, 0.13], [0.96, -1.89, -0.10]]
}

***

Version z
{
  "formula": "C2H6N2S",
  "method": "ωB97M-V/def2-TZVPD",
  "orbital_gap_ev": 8.3,
  "e_lumo_ev": -0.697,
  "total_charge": 0,
  "species": ["C", "C", "H", "H", "H", "H", "H", "H", "N", "N", "S"],
  "positions_angstrom": [[1.24, 1.10, 1.27], [-0.67, -0.74, -1.09], [0.55, 1.62, 1.96], [0.72, -0.15, 1.47], [2.56, 0.88, 1.56], [-1.52, 0.50, 0.47], [0.19, -1.16, -1.73], [-1.71, -2.34, -1.78], [-0.54, 0.51, -0.87], [-1.71, -1.68, -0.90], [0.87, 1.46, -0.36]]
}

***

What are the relative energies? In hartree: version w 0.0000; version x 0.0678; version y 0.0865; version z 0.2060.

***

Version w
{
  "formula": "C2H2Cl2O2",
  "method": "ωB97M-V/def2-TZVPD",
  "smiles": "O=C(Cl)Cl.C=O",
  "orbital_gap_ev": 10.7,
  "e_lumo_ev": 0.443,
  "total_charge": 0,
  "species": ["C", "C", "O", "O", "Cl", "Cl", "H", "H"],
  "positions_angstrom": [[-1.33, -0.63, -1.58], [1.18, 0.74, 1.53], [-2.14, 0.22, -1.70], [0.33, 1.41, 1.08], [0.36, -0.37, -1.91], [-1.55, -2.17, -0.97], [1.79, 1.14, 2.37], [1.36, -0.34, 1.19]]
}

***

Version x
{
  "formula": "C2H2Cl2O2",
  "method": "ωB97M-V/def2-TZVPD",
  "smiles": "OOC=C(Cl)Cl",
  "orbital_gap_ev": 8.6,
  "e_lumo_ev": -0.207,
  "total_charge": 0,
  "species": ["C", "C", "O", "O", "Cl", "Cl", "H", "H"],
  "positions_angstrom": [[1.22, 0.41, 0.00], [2.70, 0.03, -0.17], [-0.92, -0.64, -0.02], [0.43, -0.45, 0.63], [3.78, 1.15, -0.78], [3.35, -1.59, 0.34], [0.83, 1.42, -0.22], [-0.74, -1.53, -0.33]]
}

***

What are the relative energies? In hartree: version w 0.0000; version x 0.1386.